Density functional theory data (wB97M-V/def2-TZVPD) for a structure of composition C36H40P2Pt.

Each line ends with the Mulliken spin population.
CARTESIAN COORDINATES (ANGSTROEM)
1 Pt 1.08267 -3.87749 -1.35298  0.95
2 C 1.10125 1.12136 -1.35635  0.00
3 C 1.71093 0.40146 -2.30086  -0.01
4 C 3.17530 0.17330 -2.55972  0.00
5 C 4.06587 -0.91231 -1.91019  -0.01
6 C 3.96571 -1.09849 -0.42240  0.02
7 C 3.21862 -0.36672 0.43800  -0.02
8 C 2.92528 1.10376 0.45947  0.00
9 C 1.59790 1.63830 -0.06751  0.00
10 C 1.23859 -3.43952 0.57063  0.37
11 H 0.01899 1.20710 -1.48616  0.00
12 H 1.04993 -0.29951 -2.87103  0.01
13 H 3.68821 1.12704 -2.38314  0.00
14 H 3.18037 -0.02597 -3.63589  0.00
15 H 4.01218 -1.84147 -2.49932  0.01
16 H 5.10431 -0.66345 -2.12489  0.00
17 H 4.36785 -2.09064 -0.12281  0.01
18 H 2.80088 -0.91607 1.29522  0.00
19 H 3.75114 1.63304 -0.02579  0.00
20 H 2.99496 1.31541 1.54542  0.00
21 H 0.83704 1.43405 0.71053  0.00
22 H 1.66602 2.72646 -0.09582  0.00
23 H 0.32953 -4.04430 0.74386  -0.01
24 H 1.08062 -2.45782 1.04632  -0.02
25 H 2.09329 -3.93922 1.02857  0.01
26 P 3.50708 -6.38760 -4.09003  0.01
27 P 4.65562 -6.84872 -1.79026  0.04
28 C 5.24959 -5.81980 -4.14354  0.01
29 C 5.84648 -6.19093 -2.95790  -0.01
30 C 3.39380 -7.42650 -5.67185  0.00
31 C 4.31055 -7.27621 -6.72505  0.00
32 C 4.19069 -8.05917 -7.88249  0.00
33 C 3.19521 -9.02854 -7.98129  0.00
34 C 2.20495 -9.08350 -6.99203  0.00
35 C 2.28017 -8.27487 -5.85516  0.00
36 C 2.50626 -4.94795 -4.45417  0.03
37 C 1.81089 -4.20043 -3.46296  -0.21
38 C 0.94939 -3.19930 -3.82466  -0.03
39 C 0.90735 -2.72064 -5.12943  -0.01
40 C 1.58141 -3.45837 -6.10075  0.01
41 C 2.36870 -4.54458 -5.77321  -0.01
42 C 5.40633 -8.50209 -1.44051  0.00
43 C 5.38682 -9.40332 -2.52139  0.00
44 C 6.13092 -10.57082 -2.46867  0.00
45 C 6.82657 -10.93649 -1.30189  0.00
46 C 6.78112 -10.06931 -0.20781  0.00
47 C 6.08945 -8.84766 -0.27525  0.00
48 C 4.97512 -5.96369 -0.24890  -0.03
49 C 4.23390 -6.28364 0.90556  0.01
50 C 4.52922 -5.63341 2.09960  0.00
51 C 5.52549 -4.65340 2.13907  0.00
52 C 6.27566 -4.36528 0.99824  0.00
53 C 6.00730 -5.02225 -0.19952  0.00
54 H 5.64042 -5.23199 -4.99365  0.00
55 H 6.92964 -6.16194 -2.77917  0.00
56 H 5.14226 -6.57488 -6.63972  0.00
57 H 4.88908 -7.92322 -8.70351  0.00
58 H 3.15411 -9.70890 -8.83724  0.00
59 H 1.37146 -9.76881 -7.10037  0.00
60 H 1.50174 -8.30701 -5.08521  0.00
61 H 2.13953 -4.60116 -2.36748  0.44
62 H 0.25434 -2.79086 -3.09983  0.00
63 H 0.35859 -1.81249 -5.32665  0.00
64 H 1.48679 -3.14579 -7.13048  0.00
65 H 2.86431 -5.10633 -6.54130  0.00
66 H 4.78067 -9.20239 -3.40378  0.00
67 H 6.18639 -11.22651 -3.33200  0.00
68 H 7.41873 -11.86380 -1.25015  0.00
69 H 7.29904 -10.33112 0.71324  0.00
70 H 6.05672 -8.19404 0.59454  0.00
71 H 3.43325 -7.02637 0.84453  0.00
72 H 3.96222 -5.88403 2.99447  0.00
73 H 5.73164 -4.14171 3.07418  0.00
74 H 7.07144 -3.62641 1.04765  0.00
75 H 6.58521 -4.80142 -1.09788  0.00
76 C -0.41923 -2.44745 -1.05307  0.45
77 H -1.00618 -2.01032 -1.89307  -0.02
78 H -0.35025 -1.69582 -0.23102  -0.02
79 H -1.01355 -3.35635 -0.71761  0.01

- multiplicity = 3
- LUMO (alpha / beta) (eV) = 0.3 / -1.6
- highest occupied orbital energy (alpha / beta) (hartree) = -0.2186 / -0.2381
- energy (hartree) = -2197.40026